Density functional theory data (wB97M-V/def2-TZVPD) for a single C24H24N4OS molecule.

## Properties
ΔE to the lowest compared entry with this formula, charge and spin = 0.00 kcal per mole
largest force on an atom = 0.95 eV Å⁻¹
SMILES string = Cc1ccc(CSc2nc3ccncc3n2CC(=O)Nc2cc(C)cc(C)c2)cc1
HOMO-LUMO gap = 8.88 eV
HOMO energy = -0.3123 Ha
LUMO level = 0.39 eV

Each atom is followed by the atoms it is bonded to, with distances in Å.
Atoms and positions in Å:
1 C 0.595 7.341 2.050  C2 1.498, H31 1.090, H32 1.087, H33 1.089
2 C -0.049 6.027 1.727  C1 1.498, C3 1.388, C30 1.391
3 C -0.131 5.566 0.421  C2 1.388, C4 1.383, H34 1.081
4 C -0.731 4.353 0.131  C3 1.383, C5 1.388, H35 1.079
5 C -1.265 3.575 1.149  C4 1.388, C6 1.491, C29 1.391
6 C -1.888 2.255 0.846  C5 1.491, S7 1.836, H36 1.090, H37 1.088
7 S -0.732 0.885 1.246  C6 1.836, C8 1.739
8 C 0.317 0.984 -0.137  S7 1.739, N9 1.305, N16 1.367
9 N 0.053 1.668 -1.216  C8 1.305, C10 1.369
10 C 1.122 1.456 -2.043  N9 1.369, C11 1.390, C15 1.416
11 C 1.408 1.931 -3.317  C10 1.390, C12 1.382, H38 1.077
12 C 2.601 1.500 -3.867  C11 1.382, N13 1.331, H39 1.082
13 N 3.464 0.680 -3.273  C12 1.331, C14 1.317
14 C 3.210 0.219 -2.066  N13 1.317, C15 1.385, H40 1.081
15 C 2.048 0.591 -1.409  C10 1.416, C14 1.385, N16 1.378
16 N 1.507 0.312 -0.173  C8 1.367, C15 1.378, C17 1.435
17 C 2.058 -0.560 0.825  N16 1.435, C18 1.545, H41 1.095, H42 1.093
18 C 1.751 -2.039 0.499  C17 1.545, O19 1.208, N20 1.352
19 O 2.632 -2.828 0.254  C18 1.208
20 N 0.423 -2.289 0.511  C18 1.352, C21 1.403, H43 1.014
21 C -0.256 -3.481 0.215  N20 1.403, C22 1.390, C28 1.389
22 C -1.642 -3.470 0.329  C21 1.390, C23 1.387, H44 1.082
23 C -2.382 -4.609 0.051  C22 1.387, C24 1.499, C25 1.387
24 C -3.877 -4.581 0.158  C23 1.499, H45 1.088, H46 1.087, H47 1.090
25 C -1.715 -5.759 -0.345  C23 1.387, C26 1.389, H48 1.081
26 C -0.332 -5.785 -0.465  C25 1.389, C27 1.498, C28 1.387
27 C 0.363 -7.037 -0.909  C26 1.498, H49 1.086, H50 1.088, H51 1.090
28 C 0.398 -4.640 -0.183  C21 1.389, C26 1.387, H52 1.077
29 C -1.180 4.030 2.461  C5 1.391, C30 1.380, H53 1.081
30 C -0.582 5.241 2.744  C2 1.391, C29 1.380, H54 1.081
31 H -0.133 8.019 2.493  C1 1.090
32 H 1.003 7.805 1.156  C1 1.087
33 H 1.400 7.202 2.771  C1 1.089
34 H 0.280 6.159 -0.383  C3 1.081
35 H -0.776 3.998 -0.887  C4 1.079
36 H -2.762 2.058 1.467  C6 1.090
37 H -2.125 2.142 -0.210  C6 1.088
38 H 0.737 2.591 -3.841  C11 1.077
39 H 2.898 1.825 -4.855  C12 1.082
40 H 3.938 -0.454 -1.635  C14 1.081
41 H 1.635 -0.297 1.800  C17 1.095
42 H 3.144 -0.438 0.850  C17 1.093
43 H -0.190 -1.525 0.773  N20 1.014
44 H -2.145 -2.564 0.640  C22 1.082
45 H -4.192 -3.991 1.016  C24 1.088
46 H -4.278 -5.587 0.255  C24 1.087
47 H -4.306 -4.128 -0.736  C24 1.090
48 H -2.282 -6.653 -0.564  C25 1.081
49 H 1.433 -6.967 -0.737  C27 1.086
50 H -0.027 -7.902 -0.376  C27 1.088
51 H 0.196 -7.197 -1.974  C27 1.090
52 H 1.472 -4.645 -0.268  C28 1.077
53 H -1.584 3.426 3.262  C29 1.081
54 H -0.525 5.585 3.767  C30 1.081